Entry 1:
A 11-piece molecular cluster, C26H58N6O22 overall in a non-equilibrium geometry. Source: OMol25; level of theory: ωB97M-V/def2-TZVPD.

Each line ends with the Löwdin charge.
Positions of all 112 atoms, in Å:
C 2.2440 -1.9801 -8.0319  0.0579
N 2.2139 -0.5430 -7.5002  -0.4217
O 1.1110 0.0015 -7.4966  0.0421
O 3.2775 0.0123 -7.1684  0.0383
H 1.3500 -2.1198 -8.6398  0.0926
H 2.2948 -2.5659 -7.1141  0.0979
H 3.1479 -2.0236 -8.6394  0.0929
C -0.6358 -0.4492 -1.6825  0.0360
N -0.0817 -0.7998 -0.2984  -0.3875
O 1.1578 -0.8183 -0.2042  0.0385
O -0.8696 -0.9269 0.6673  0.0413
H -1.6450 -0.7479 -1.9660  0.0889
H -0.0299 -1.0888 -2.3243  0.0863
H -0.5794 0.5778 -2.0434  0.0965
C 1.0376 -8.3211 -3.5554  0.0427
N -0.1476 -7.7875 -4.3223  -0.4405
O -0.1919 -6.6025 -4.3498  0.0733
O -1.1031 -8.5400 -4.6197  0.0380
H 1.9957 -7.9031 -3.8644  0.0953
H 0.9728 -9.3974 -3.7152  0.0903
H 0.8508 -8.0940 -2.5058  0.1009
C -6.2324 -5.7338 2.7200  0.0447
N -5.2990 -5.3065 1.6221  -0.4430
O -5.7487 -4.3914 0.9123  0.0291
O -4.3164 -5.9451 1.3597  0.0758
H -6.7131 -4.8905 3.2159  0.0988
H -5.6757 -6.4387 3.3375  0.0952
H -7.0128 -6.2734 2.1833  0.0992
C -5.9318 6.3536 -3.2419  0.0471
N -5.8741 5.8400 -1.8304  -0.4399
O -4.9045 5.1208 -1.5029  0.0304
O -6.7239 6.1945 -1.0544  0.0691
H -5.8816 7.4415 -3.1958  0.1020
H -6.9285 6.0351 -3.5472  0.0960
H -5.1920 5.8450 -3.8602  0.0954
C -6.4439 1.9536 4.1181  0.0369
N -7.7328 1.2817 4.4829  -0.4169
O -7.6730 0.6586 5.5230  0.0592
O -8.7877 1.5323 3.8271  0.0292
H -5.7351 1.6631 4.8936  0.0893
H -6.4430 3.0413 4.0477  0.1021
H -6.1504 1.3792 3.2395  0.1002
O 3.4542 8.0984 0.3701  0.0513
C 4.2740 7.2187 0.0119  -0.5118
O 5.4437 7.3750 -0.5224  0.0233
C 6.0462 8.6674 -0.5991  -0.2145
C 7.1103 8.9147 0.4734  -0.0665
C 4.0038 5.7355 0.3356  0.0139
H 5.3726 9.5230 -0.5505  0.1165
H 6.5270 8.8095 -1.5670  0.1191
H 7.9133 8.1990 0.2969  0.0730
H 6.7052 8.8408 1.4826  0.0799
H 7.6071 9.8847 0.4519  0.0767
H 4.0174 5.5667 1.4124  0.0839
H 4.6775 4.9548 -0.0177  0.0750
H 3.0087 5.4622 -0.0152  0.0804
O 9.5785 -2.8048 -5.5131  0.0843
C 9.9200 -2.3779 -4.4339  -0.5128
O 9.2174 -2.4775 -3.3030  -0.0228
C 7.9828 -3.1603 -3.2538  -0.2148
C 8.2914 -4.5291 -2.6276  -0.0648
C 11.3778 -1.8654 -4.2480  0.0249
H 7.6286 -3.3742 -4.2623  0.1150
H 7.2830 -2.6050 -2.6294  0.1242
H 7.3736 -5.1137 -2.5642  0.0748
H 8.6262 -4.4632 -1.5924  0.0720
H 9.1150 -4.9724 -3.1872  0.0819
H 12.0246 -2.4161 -4.9309  0.0821
H 11.6802 -1.9929 -3.2085  0.0763
H 11.4604 -0.8123 -4.5170  0.0797
O -13.5806 1.7396 -4.8702  0.0607
C -12.9419 1.0732 -5.7030  -0.5045
O -11.7220 0.4908 -5.5920  -0.0115
C -11.0483 0.6996 -4.3679  -0.2471
C -9.6574 0.0294 -4.3285  -0.0570
C -13.5142 0.9546 -7.0996  0.0186
H -11.7057 0.4333 -3.5403  0.1272
H -10.7727 1.7417 -4.2065  0.1177
H -9.2822 0.5058 -3.4228  0.0773
H -9.0607 0.2290 -5.2186  0.0790
H -9.8252 -1.0384 -4.1886  0.0728
H -13.6088 1.9958 -7.4078  0.0932
H -14.4636 0.4291 -6.9971  0.0927
H -12.7007 0.4129 -7.5822  0.0809
O 4.7703 5.2392 6.2452  0.0915
C 4.4894 4.6167 7.2456  -0.5518
O 4.7320 3.3605 7.5802  -0.0140
C 5.4698 2.4470 6.7740  -0.2112
C 4.7204 1.1159 6.6410  -0.0621
C 4.1243 5.3858 8.4946  0.0159
H 6.4686 2.3024 7.1858  0.1221
H 5.6203 2.9033 5.7956  0.1173
H 5.3302 0.5113 5.9696  0.0783
H 3.7441 1.3353 6.2090  0.0765
H 4.4430 0.6148 7.5685  0.0747
H 3.8952 4.6400 9.2558  0.0780
H 3.2495 6.0214 8.3571  0.0889
H 5.0720 5.8622 8.7455  0.0960
O -1.7418 -4.8443 6.8417  0.0640
C -0.7393 -4.1452 6.6039  -0.5125
O 0.3916 -4.4909 5.9870  -0.0154
C 0.6313 -5.8363 5.6460  -0.2127
C 2.0254 -6.0195 4.9753  -0.0612
C -0.7358 -2.6555 6.8430  0.0134
H -0.0550 -6.1074 4.8437  0.1223
H 0.4526 -6.4440 6.5330  0.1253
H 2.0593 -5.4165 4.0680  0.0702
H 2.2243 -7.0457 4.6664  0.0738
H 2.8822 -5.6105 5.5108  0.0690
H -1.1621 -2.1493 5.9769  0.0935
H 0.2698 -2.3598 7.1419  0.0853
H -1.4378 -2.4563 7.6527  0.0849

As for the HOMO energy: -10.11 eV. As for the lowest unoccupied orbital energy: -0.12 eV.

=====

Entry 2:
C26H59CoNO3P2S6 as an isolated structure. Source: OMol25; level of theory: ωB97M-V/def2-TZVPD.

Each line ends with the Löwdin spin population.
Positions of all 98 atoms, in Å:
Co 0.0720 0.6467 0.5487  2.7989
C 0.2805 4.9923 1.2220  0.0005
C -0.8202 4.5961 0.2384  0.0070
S -1.4780 2.9142 0.3278  0.0407
C -2.2635 2.8604 1.9480  0.0029
C -1.3356 2.7139 3.1503  0.0030
S -0.1529 1.3446 3.0016  0.0324
C 1.3683 2.1051 3.6365  0.0057
C 1.7677 3.4932 3.1134  0.0001
S 1.6005 3.7461 1.3258  0.0047
H 0.7348 5.9176 0.8697  0.0000
H -0.1278 5.1868 2.2125  0.0000
H -1.6712 5.2716 0.3373  0.0020
H -0.4605 4.6654 -0.7895  0.0000
H -2.8780 3.7545 2.0657  0.0007
H -2.9349 2.0047 1.8815  0.0012
H -0.7587 3.6190 3.3091  0.0000
H -1.9316 2.5341 4.0454  0.0009
H 1.2745 2.1390 4.7227  0.0016
H 2.1397 1.3797 3.3758  0.0001
H 1.2224 4.2858 3.6231  0.0000
H 2.8219 3.6311 3.3527  0.0000
C 3.2532 3.7100 -2.8094  0.0020
C 4.4724 2.9521 -2.3202  0.0003
C 5.1914 3.6608 -1.1912  0.0001
O 4.1242 1.5704 -2.0004  0.0067
P 3.2627 0.8888 -0.8581  0.0120
S 3.8637 1.2582 0.9657  0.0089
S 1.3105 1.2659 -1.3244  0.0859
O 3.5013 -0.6517 -1.1767  0.0010
C 3.8830 -1.3213 -2.4132  0.0001
C 2.9543 -0.9716 -3.5610  0.0012
C 5.3495 -1.0836 -2.7229  0.0000
H 3.5540 4.7180 -3.0989  0.0001
H 2.5073 3.7824 -2.0160  0.0013
H 2.7971 3.2179 -3.6695  0.0003
H 5.1659 2.8104 -3.1470  0.0001
H 4.5315 3.8141 -0.3373  0.0000
H 5.5221 4.6343 -1.5581  0.0000
H 6.0617 3.0956 -0.8577  0.0000
H 3.7447 -2.3721 -2.1581  0.0000
H 3.0318 0.0865 -3.8096  0.0005
H 1.9166 -1.1954 -3.3100  0.0004
H 3.2399 -1.5539 -4.4392  0.0001
H 5.5047 -0.0878 -3.1354  0.0000
H 5.6909 -1.8229 -3.4508  0.0000
H 5.9498 -1.1839 -1.8177  0.0000
C 2.7343 -3.1528 0.8826  0.0017
S 2.5740 -1.5657 1.6917  0.0079
C 2.1800 -2.1698 3.3263  0.0017
O 1.2649 -0.9749 1.1983  0.0378
H 3.7450 -3.5157 1.0782  0.0004
H 2.6103 -2.9656 -0.1839  0.0000
H 1.9904 -3.8599 1.2450  0.0000
H 2.9588 -2.8641 3.6460  0.0005
H 1.2027 -2.6530 3.2878  0.0001
H 2.1574 -1.3102 3.9961  0.0000
C -2.8046 -3.2672 -2.2994  0.0041
C -2.1083 -1.9714 -1.8708  0.0188
C -0.5793 -2.1125 -2.0325  0.0031
C -2.5491 -0.8237 -2.7967  0.0006
P -2.5110 -1.4379 -0.1158  0.1196
N -1.4756 -0.2660 0.2861  0.7001
C -4.2477 -0.7128 0.0097  0.0348
C -4.5685 -0.5537 1.5071  0.0033
C -4.2854 0.6870 -0.6362  0.0070
C -5.3242 -1.5862 -0.6439  0.0062
C -2.3247 -2.8843 1.0816  0.0093
C -3.4904 -3.8781 1.0487  0.0020
C -1.0329 -3.6193 0.7017  0.0020
C -2.1135 -2.3544 2.5107  0.0000
H -2.6106 -3.4157 -3.3650  0.0014
H -3.8843 -3.2326 -2.1682  0.0001
H -2.4230 -4.1425 -1.7775  0.0001
H -0.3458 -2.0497 -3.0980  0.0001
H -0.2057 -3.0681 -1.6740  0.0000
H -0.0306 -1.3104 -1.5377  0.0021
H -2.1278 -1.0054 -3.7872  0.0005
H -2.1771 0.1434 -2.4521  -0.0002
H -3.6305 -0.7760 -2.9078  0.0000
H -3.7527 -0.0860 2.0580  0.0023
H -4.7997 -1.5050 1.9811  0.0002
H -5.4536 0.0785 1.6030  0.0002
H -3.3577 1.2382 -0.5144  0.0040
H -5.0838 1.2665 -0.1654  0.0001
H -4.5076 0.6406 -1.6988  0.0003
H -5.3676 -2.5944 -0.2371  0.0002
H -5.2048 -1.6472 -1.7243  0.0001
H -6.2927 -1.1138 -0.4513  0.0025
H -3.7300 -4.2119 0.0397  0.0001
H -4.3929 -3.4806 1.5079  0.0000
H -3.2005 -4.7626 1.6226  0.0007
H -1.1244 -4.1779 -0.2264  0.0001
H -0.8132 -4.3413 1.4926  0.0000
H -0.1961 -2.9228 0.6279  0.0015
H -3.0316 -2.0100 2.9780  0.0001
H -1.3821 -1.5468 2.5335  -0.0006
H -1.7297 -3.1770 3.1210  0.0002

Its expectation value of S² is 6.018. As for the HOMO energy (alpha / beta): -10.09 / -10.09 eV. The total charge is +1. As for the lowest unoccupied orbital energy (alpha / beta): -1.67 / -3.96 eV. The spin multiplicity is 5.

=====

Entry 3:
C26H59GaIO12S3 as an isolated structure. Source: OMol25; level of theory: ωB97M-V/def2-TZVPD.

Each line ends with the Löwdin charge.
Positions of all 102 atoms, in Å:
C -0.5238 1.4831 3.1929  -0.0991
C -1.4704 0.5795 2.3757  -0.2383
C -1.4500 0.8253 0.8509  -0.2270
C -1.0595 -0.3979 0.0217  -0.2333
C 0.3204 -0.9763 0.3325  -0.2980
C 1.4769 0.0200 0.1725  -0.2217
Ga 2.0593 0.4190 -1.7577  0.4016
C 1.2287 -1.0016 -2.9532  -0.2451
C 1.5866 -0.9073 -4.4351  -0.2697
C 1.0676 -2.0593 -5.3398  -0.2700
O 0.1031 -2.9213 -4.7396  -0.0940
C 4.1014 0.4422 -1.7577  -0.2212
C 4.7586 0.6947 -3.1316  -0.2455
C 5.2213 2.1370 -3.2709  -0.1500
O 5.0261 2.5752 -4.6520  -0.0179
C 4.5140 3.7973 -4.8190  -0.5756
C 3.5097 3.8614 -5.9348  0.0183
O 4.8109 4.7439 -4.1440  0.0978
C 1.5156 2.3499 -2.2779  -0.7504
I -0.5824 2.5619 -2.7165  0.7488
C 1.9646 3.3398 -1.2082  -0.4088
C 1.5340 4.8057 -1.3687  -0.1650
H 0.1110 2.0851 2.5390  0.0562
H 0.1496 0.8844 3.8122  0.0647
H -1.0697 2.1481 3.8670  0.0568
H -1.2301 -0.4620 2.5984  0.0937
H -2.4971 0.7302 2.7228  0.0642
H -2.4430 1.1582 0.5291  0.0997
H -0.7732 1.6543 0.6195  0.0735
H -1.8297 -1.1659 0.1802  0.1088
H -1.0995 -0.1341 -1.0409  0.0590
H 0.4797 -1.8417 -0.3213  0.0873
H 0.3096 -1.3772 1.3596  0.0877
H 1.2706 0.9321 0.7460  0.0205
H 2.3645 -0.4268 0.6435  0.0436
H 0.1414 -0.9107 -2.8584  0.0386
H 1.5244 -1.9824 -2.5567  0.0494
H 2.6726 -0.8867 -4.5679  0.0757
H 1.1948 0.0312 -4.8462  0.0924
H 0.6058 -1.6644 -6.2492  0.1005
H 1.9307 -2.6550 -5.6679  0.1001
H 0.5726 -3.6302 -4.2885  0.0753
H 4.4995 -0.4544 -1.2725  0.0403
H 4.3975 1.2677 -1.0918  0.0428
H 5.6030 0.0083 -3.2643  0.0909
H 4.0421 0.5203 -3.9378  0.0759
H 4.6141 2.7888 -2.6433  0.0966
H 6.2791 2.2606 -3.0295  0.1220
H 2.5160 3.8991 -5.4808  0.0886
H 3.5684 2.9914 -6.5860  0.0812
H 3.6758 4.7683 -6.5174  0.0817
H 2.0264 2.6171 -3.2119  -0.0019
H 1.6473 2.9886 -0.2199  0.0818
H 3.0609 3.3176 -1.2090  0.0839
H 1.4795 5.0891 -2.4236  0.0561
H 2.2481 5.4697 -0.8717  0.0615
H 0.5562 4.9817 -0.9154  0.0430
O -4.6061 -1.9602 2.5505  -0.2613
S -4.7229 -1.4017 3.8610  0.5598
O -3.5979 -1.4015 4.7449  -0.2732
O -5.9511 -2.1106 4.5990  -0.2928
C -5.9649 -3.5564 4.5853  -0.2524
C -5.0032 -4.1611 5.5876  -0.0700
C -5.3977 0.2148 3.7724  -0.1154
H -5.7619 -3.9014 3.5711  0.1177
H -6.9954 -3.8194 4.8219  0.1081
H -3.9681 -3.9684 5.3119  0.0733
H -5.1562 -5.2403 5.6312  0.0798
H -5.1682 -3.7402 6.5802  0.0811
H -6.2816 0.1895 3.1419  0.0567
H -4.6199 0.8403 3.3392  0.0620
H -5.6401 0.5475 4.7782  0.0777
O -8.4943 -0.6779 3.6553  -0.2717
S -9.4061 -1.4718 4.4206  0.5666
O -9.6278 -2.8396 4.0640  -0.2693
O -10.7985 -0.7058 4.4684  -0.2635
C -11.3441 -0.2532 3.2048  -0.2481
C -11.9907 -1.3714 2.4161  -0.0715
C -9.0135 -1.3746 6.1295  -0.1087
H -10.5551 0.2395 2.6361  0.1130
H -12.0753 0.5016 3.4863  0.1204
H -11.2523 -2.0908 2.0665  0.0738
H -12.5028 -0.9527 1.5493  0.0815
H -12.7150 -1.9043 3.0319  0.0837
H -8.8774 -0.3310 6.3983  0.0793
H -8.0855 -1.9275 6.2624  0.0642
H -9.8203 -1.8288 6.6980  0.0767
O 7.6261 -1.4285 -1.6282  -0.2664
S 8.8365 -1.2615 -0.8891  0.5595
O 8.9477 -0.2257 0.0901  -0.2709
O 10.0427 -1.1438 -1.9214  -0.2693
C 9.8884 -0.1625 -2.9788  -0.2477
C 10.1423 1.2522 -2.5046  -0.0724
C 9.3060 -2.7927 -0.1613  -0.1247
H 8.8945 -0.2683 -3.4152  0.1113
H 10.6175 -0.4625 -3.7288  0.1184
H 9.3705 1.5842 -1.8124  0.0724
H 10.1479 1.9251 -3.3627  0.0816
H 11.1037 1.3185 -1.9949  0.0817
H 9.2615 -3.5688 -0.9198  0.0726
H 8.5887 -2.9883 0.6325  0.0770
H 10.3084 -2.6932 0.2457  0.0716

As for the HOMO energy: -4.58 eV. The total charge is -1. As for the lowest unoccupied orbital energy: 1.59 eV.